Record 1
160
Properties=species:S:1:pos:R:3:lowdin_charge:R:1 method="wB97M-V/def2-TZVPD" charge=+1 homo_lumo_gap_ev=7.94 homo_energy_ha=-0.420 e_lumo_ev=-3.50
C 3.9018 -4.2465 2.8863 -0.075
C 4.6663 -3.3167 1.9409 -0.170
C 4.6988 -3.7482 0.4445 -0.272
C 4.4544 -5.2461 0.2228 -0.018
N 3.8767 -2.8940 -0.4532 0.051
C 4.4371 -2.4370 -1.5159 0.000
C 3.4752 -1.5484 -2.2771 -0.022
C 2.6962 -1.0169 -1.0106 -0.201
C 1.5163 -0.1360 -1.2073 -0.188
C 0.2824 -0.5744 -1.6529 -0.200
C -0.7396 0.3577 -1.8071 -0.187
C -0.4196 1.6732 -1.5355 -0.133
N 0.7433 2.1415 -1.0834 0.101
C 1.6704 1.2188 -0.9357 -0.102
C 2.4920 -2.3947 -0.3599 -0.206
C 1.6655 -2.5266 0.9074 -0.092
C 0.8993 -3.8463 0.9043 -0.223
F 0.2968 -4.0889 2.1080 -0.012
H 2.8489 -4.3541 2.6458 0.058
H 3.9761 -3.8253 3.8895 0.072
H 4.4261 -5.1977 2.9311 0.082
H 4.3053 -2.2874 1.9599 0.107
H 5.7010 -3.2679 2.2775 0.120
H 5.7297 -3.6008 0.1288 0.138
H 3.4538 -5.5611 0.4969 0.071
H 5.1684 -5.7565 0.8675 0.096
H 4.7342 -5.5119 -0.7962 0.081
H 5.4762 -2.6195 -1.8164 0.033
H 2.7290 -2.1122 -2.8382 0.128
H 3.9146 -0.6884 -2.7697 0.134
H 3.3993 -0.5250 -0.3292 0.155
H 0.1463 -1.6261 -1.8555 0.077
H -1.7161 0.0928 -2.1713 0.085
H -1.2085 2.3954 -1.7099 0.035
H 2.6432 1.5525 -0.5761 0.119
H 1.8687 -2.9259 -1.0993 0.155
H 0.8971 -1.7511 0.8456 0.092
H 2.1908 -2.3450 1.8401 0.115
H 0.1932 -3.8839 0.0723 0.118
H 1.6144 -4.6589 0.7309 0.098
Cl 2.9965 -1.7635 6.5775 0.529
C 2.3719 -3.4300 6.4331 -0.684
C 1.3619 -3.7651 7.4964 -0.703
Cl 2.1041 -3.8706 9.1171 0.541
H 3.2225 -4.1077 6.4644 0.063
H 1.9034 -3.5066 5.4537 0.059
H 0.9201 -4.7385 7.2851 0.076
H 0.5567 -3.0239 7.5365 -0.064
Cl -4.2774 -2.2865 -1.9532 0.539
C -3.8528 -2.9720 -0.3573 -0.651
C -3.3278 -1.9011 0.5553 -0.602
Cl -1.7205 -1.2852 0.0408 0.743
H -3.1361 -3.7775 -0.5021 0.068
H -4.7622 -3.3957 0.0608 0.024
H -3.2067 -2.2873 1.5668 0.082
H -4.0105 -1.0580 0.5916 0.033
Cl -4.9008 -0.2692 -4.3408 0.522
C -3.8901 -0.9164 -5.6596 -0.666
C -4.4051 -0.5007 -7.0139 -0.663
Cl -5.9598 -1.2768 -7.4066 0.546
H -3.8553 -1.9985 -5.5591 0.071
H -2.8843 -0.5262 -5.5114 0.036
H -3.6966 -0.8003 -7.7844 0.064
H -4.5423 0.5760 -7.0729 0.069
Cl -2.8174 -3.9783 6.3795 0.544
C -3.0485 -2.4864 7.3314 -0.672
C -2.3876 -1.2982 6.6870 -0.665
Cl -0.6038 -1.4291 6.7325 0.630
H -2.6626 -2.6658 8.3330 0.070
H -4.1211 -2.3143 7.4000 0.055
H -2.6502 -0.3892 7.2179 0.009
H -2.6915 -1.1858 5.6512 0.022
Cl -0.1063 -1.2278 -4.6802 0.646
C 1.1149 -2.0093 -5.7167 -0.681
C 0.8752 -1.7622 -7.1833 -0.660
Cl -0.5827 -2.6013 -7.7668 0.563
H 1.1171 -3.0732 -5.4905 0.065
H 2.0783 -1.5927 -5.4273 0.027
H 1.7155 -2.1436 -7.7612 0.062
H 0.7653 -0.7019 -7.3964 0.074
Cl -3.6435 4.5500 1.1809 0.587
C -2.4808 5.6032 0.3294 -0.699
C -2.8717 5.8508 -1.1006 -0.645
Cl -2.7419 4.3814 -2.1004 0.578
H -1.4995 5.1411 0.4033 0.057
H -2.4544 6.5459 0.8651 0.014
H -2.2038 6.5943 -1.5332 0.057
H -3.8916 6.2169 -1.1849 0.073
Cl -0.4354 8.1748 0.6144 0.587
C 0.7917 8.3326 1.8943 -0.640
C 1.3366 6.9926 2.3128 -0.659
Cl 0.1174 6.0097 3.1673 0.555
H 0.3405 8.8627 2.7288 0.072
H 1.5944 8.9483 1.4910 0.071
H 2.1708 7.1334 2.9981 0.075
H 1.6868 6.4225 1.4558 0.046
Cl 2.5179 7.3923 -1.3941 0.524
C 1.5379 7.5341 -2.8742 -0.646
C 1.8174 8.8124 -3.6171 -0.670
Cl 1.2370 10.2441 -2.7258 0.543
H 0.4905 7.4578 -2.5907 0.054
H 1.7866 6.6792 -3.5014 0.073
H 1.2997 8.8016 -4.5748 0.077
H 2.8786 8.9392 -3.8038 0.010
Cl -6.2233 -5.2766 2.1244 0.537
C -5.9378 -6.3917 3.4871 -0.660
C -7.1852 -6.6219 4.3009 -0.666
Cl -7.6816 -5.1660 5.1987 0.541
H -5.1349 -5.9819 4.0939 0.060
H -5.5990 -7.3344 3.0603 0.072
H -7.0025 -7.4030 5.0370 0.073
H -8.0179 -6.9288 3.6733 0.068
Cl -2.8573 1.0241 4.0208 0.572
C -4.2334 2.0095 3.4571 -0.675
C -5.4083 1.9564 4.3973 -0.651
Cl -6.1898 0.3506 4.4258 0.527
H -4.5071 1.6639 2.4630 0.060
H -3.8701 3.0326 3.3773 0.018
H -6.1603 2.6722 4.0697 0.077
H -5.1221 2.2018 5.4173 0.040
Cl -5.0022 0.4390 7.7519 0.599
C -4.6302 -0.0279 9.4330 -0.633
C -4.2865 1.1625 10.2888 -0.653
Cl -2.7292 1.8883 9.8173 0.553
H -3.8157 -0.7489 9.4110 0.054
H -5.5159 -0.5242 9.8263 0.081
H -4.1940 0.8533 11.3285 0.076
H -5.0513 1.9321 10.2258 0.070
Cl 4.8295 8.6243 -5.7640 0.559
C 6.0571 8.8009 -4.4821 -0.648
C 6.5874 7.4687 -4.0218 -0.656
Cl 5.3662 6.5191 -3.1300 0.526
H 5.6132 9.3597 -3.6614 0.071
H 6.8684 9.3929 -4.9017 0.075
H 7.4241 7.6203 -3.3422 0.073
H 6.9316 6.8702 -4.8613 0.066
Cl 6.6671 -3.2041 -3.4959 0.629
C 5.8314 -4.5878 -4.2637 -0.611
C 5.6084 -4.3677 -5.7342 -0.630
Cl 4.4115 -3.0869 -6.0283 0.593
H 4.8924 -4.7512 -3.7373 0.066
H 6.4654 -5.4593 -4.1117 0.082
H 5.2210 -5.2787 -6.1869 0.084
H 6.5289 -4.0970 -6.2453 0.080
Cl -6.7718 -1.3820 0.6758 0.581
C -7.8082 -1.0199 -0.7301 -0.635
C -7.4301 0.2817 -1.3873 -0.671
Cl -7.8050 1.6885 -0.3577 0.543
H -8.8411 -1.0158 -0.3922 0.071
H -7.6819 -1.8380 -1.4376 0.072
H -7.9933 0.4032 -2.3110 0.076
H -6.3691 0.3122 -1.6247 0.039
Cl 8.1035 0.3391 -7.9175 0.546
C 6.8677 1.3719 -7.1575 -0.664
C 5.6713 0.5778 -6.7017 -0.675
Cl 4.7290 -0.0655 -8.0710 0.529
H 6.5863 2.1426 -7.8704 0.070
H 7.3372 1.8512 -6.2998 0.073
H 5.0011 1.2172 -6.1284 0.072
H 5.9664 -0.2613 -6.0744 0.044

***

Record 2
60
Properties=species:S:1:pos:R:3:lowdin_charge:R:1 method="wB97M-V/def2-TZVPD" charge=0 homo_lumo_gap_ev=2.16 homo_energy_ha=-0.267 e_lumo_ev=-5.10
Mg -8.8600 -39.6370 11.4925 1.098
N -9.7084 -34.3055 12.6249 -0.627
O -9.5012 -35.3750 12.0494 -0.035
O -8.8728 -33.4246 12.8900 -0.011
O -10.9166 -34.0455 12.9334 -0.038
C -7.0616 -44.9016 9.7959 -0.341
O -5.7750 -44.7775 9.1466 -0.088
O -7.2777 -43.6266 10.3882 -0.102
C -8.2148 -45.5796 8.9258 -0.647
F -7.8227 -46.7433 8.5825 0.208
F -9.3502 -45.7156 9.6436 0.135
F -8.4858 -44.8852 7.8405 0.162
C -5.6339 -44.0971 7.8613 -0.221
C -4.1436 -44.2279 7.5063 -0.070
H -3.4764 -44.4876 8.3283 0.076
H -3.9614 -44.8885 6.6586 0.068
H -3.8156 -43.2221 7.2439 0.065
H -5.8727 -43.0406 7.9833 0.110
H -6.2368 -44.4798 7.0377 0.108
H -6.9097 -45.5010 10.6936 0.150
C -8.6698 -36.3340 17.5770 -0.244
S -9.2073 -38.0542 17.1703 0.808
O -9.1037 -38.2290 15.6802 -0.603
C -10.9915 -37.8442 17.3940 -0.258
H -9.4895 -35.6261 17.4546 0.045
H -7.8856 -35.9833 16.9060 0.057
H -8.3841 -36.3350 18.6288 0.041
H -11.1787 -37.6406 18.4484 0.054
H -11.3464 -38.7530 16.9080 0.049
H -11.2000 -36.9317 16.8354 0.051
C -2.6322 -39.6082 13.4092 -0.281
S -3.0586 -38.4093 12.1248 0.835
O -4.5927 -38.5022 11.8803 -0.601
C -2.5671 -36.9142 13.0698 -0.263
H -3.2586 -39.5460 14.2991 0.061
H -1.5600 -39.6814 13.5916 0.057
H -2.9319 -40.5362 12.9224 0.042
H -1.4843 -36.8750 13.1880 0.052
H -2.9575 -37.0102 14.0830 0.045
H -2.9995 -36.0019 12.6589 0.054
C -10.5373 -37.0214 5.2369 -0.233
S -9.2624 -38.2841 5.8313 0.812
O -9.4115 -38.5985 7.3042 -0.606
C -7.7657 -37.2290 5.5948 -0.256
H -10.5623 -36.2532 6.0097 0.049
H -11.5105 -37.5085 5.2982 0.040
H -10.2946 -36.6470 4.2424 0.047
H -6.8658 -37.7812 5.8658 0.046
H -7.7856 -36.4688 6.3757 0.055
H -7.8255 -36.9460 4.5439 0.045
C -15.2451 -42.3777 10.8597 -0.259
S -14.7193 -40.9065 11.8423 0.835
O -13.2155 -40.6258 11.6294 -0.609
C -15.7070 -39.5048 11.1355 -0.249
H -15.3849 -43.2549 11.4914 0.041
H -14.6372 -42.6242 9.9892 0.055
H -16.2350 -42.2235 10.4302 0.039
H -15.3318 -38.6495 11.6974 0.044
H -16.7894 -39.6262 11.1773 0.052
H -15.3612 -39.3305 10.1166 0.049

***

Record 3
48
Properties=species:S:1:pos:R:3:lowdin_charge:R:1 method="wB97M-V/def2-TZVPD" charge=+1 homo_lumo_gap_ev=7.11 homo_energy_ha=-0.406 e_lumo_ev=-3.94
N 3.8561 4.9514 -0.3850 -0.319
P 3.1947 4.4230 -1.7491 0.741
C 1.3255 4.7422 -1.8820 -0.149
C 0.2685 3.9226 -1.3458 -0.050
C 0.4185 2.5752 -0.4759 -0.105
O 1.2718 1.6546 -1.2260 -0.160
N 0.7543 1.6505 -2.5043 -0.031
O 1.6163 1.2116 -3.2016 0.060
C -1.0639 4.6790 -1.8270 -0.269
O -2.1918 4.3746 -1.3819 0.114
O -0.7104 5.6610 -2.8354 0.087
C 0.6682 6.0029 -2.6302 -0.301
O 1.2356 7.0891 -2.9330 0.116
H 3.0718 5.3420 0.1635 -0.038
H 3.7780 5.0973 -2.8986 0.024
H 3.4042 3.0032 -1.9737 0.003
H 0.9043 2.7801 0.5524 0.156
H -0.6290 2.1133 -0.3489 0.125
C -1.0762 -2.9929 4.1441 -0.096
C -0.5590 -1.7190 3.4897 -0.223
C -1.2219 -1.2968 2.1780 -0.116
N -0.9946 -2.2000 0.9479 -0.234
C 0.4926 -2.4964 0.7796 -0.097
C 0.7975 -3.1809 -0.5444 -0.159
C 0.2935 -2.3746 -1.7298 -0.182
C -1.1880 -2.0673 -1.5944 -0.164
C -1.5069 -1.3972 -0.2650 -0.095
C -1.8076 -3.4750 1.0794 0.036
H -0.6059 -3.8811 3.7177 0.065
H -0.8253 -2.9929 5.2078 0.088
H -2.1620 -3.0808 4.0567 0.085
H 0.5281 -1.7725 3.3843 0.110
H -0.7394 -0.9021 4.1982 0.126
H -0.8215 -0.3142 1.9093 0.126
H -2.3039 -1.1909 2.3010 0.139
H 1.0190 -1.5389 0.8466 0.147
H 0.8029 -3.1340 1.6102 0.132
H 1.8794 -3.3170 -0.6341 0.133
H 0.3599 -4.1848 -0.5640 0.122
H 0.4763 -2.9237 -2.6577 0.129
H 0.8570 -1.4368 -1.7997 0.109
H -1.7731 -2.9828 -1.7210 0.116
H -1.4956 -1.4040 -2.4091 0.132
H -2.5846 -1.2658 -0.1364 0.143
H -1.0240 -0.4163 -0.2268 0.117
H -2.8188 -3.2120 1.3921 0.118
H -1.3296 -4.1318 1.8006 0.094
H -1.8410 -3.9910 0.1215 0.097

***

Please write out number 2 again, unchanged.
60
Properties=species:S:1:pos:R:3:lowdin_charge:R:1 method="wB97M-V/def2-TZVPD" charge=0 homo_lumo_gap_ev=2.16 homo_energy_ha=-0.267 e_lumo_ev=-5.10
Mg -8.8600 -39.6370 11.4925 1.098
N -9.7084 -34.3055 12.6249 -0.627
O -9.5012 -35.3750 12.0494 -0.035
O -8.8728 -33.4246 12.8900 -0.011
O -10.9166 -34.0455 12.9334 -0.038
C -7.0616 -44.9016 9.7959 -0.341
O -5.7750 -44.7775 9.1466 -0.088
O -7.2777 -43.6266 10.3882 -0.102
C -8.2148 -45.5796 8.9258 -0.647
F -7.8227 -46.7433 8.5825 0.208
F -9.3502 -45.7156 9.6436 0.135
F -8.4858 -44.8852 7.8405 0.162
C -5.6339 -44.0971 7.8613 -0.221
C -4.1436 -44.2279 7.5063 -0.070
H -3.4764 -44.4876 8.3283 0.076
H -3.9614 -44.8885 6.6586 0.068
H -3.8156 -43.2221 7.2439 0.065
H -5.8727 -43.0406 7.9833 0.110
H -6.2368 -44.4798 7.0377 0.108
H -6.9097 -45.5010 10.6936 0.150
C -8.6698 -36.3340 17.5770 -0.244
S -9.2073 -38.0542 17.1703 0.808
O -9.1037 -38.2290 15.6802 -0.603
C -10.9915 -37.8442 17.3940 -0.258
H -9.4895 -35.6261 17.4546 0.045
H -7.8856 -35.9833 16.9060 0.057
H -8.3841 -36.3350 18.6288 0.041
H -11.1787 -37.6406 18.4484 0.054
H -11.3464 -38.7530 16.9080 0.049
H -11.2000 -36.9317 16.8354 0.051
C -2.6322 -39.6082 13.4092 -0.281
S -3.0586 -38.4093 12.1248 0.835
O -4.5927 -38.5022 11.8803 -0.601
C -2.5671 -36.9142 13.0698 -0.263
H -3.2586 -39.5460 14.2991 0.061
H -1.5600 -39.6814 13.5916 0.057
H -2.9319 -40.5362 12.9224 0.042
H -1.4843 -36.8750 13.1880 0.052
H -2.9575 -37.0102 14.0830 0.045
H -2.9995 -36.0019 12.6589 0.054
C -10.5373 -37.0214 5.2369 -0.233
S -9.2624 -38.2841 5.8313 0.812
O -9.4115 -38.5985 7.3042 -0.606
C -7.7657 -37.2290 5.5948 -0.256
H -10.5623 -36.2532 6.0097 0.049
H -11.5105 -37.5085 5.2982 0.040
H -10.2946 -36.6470 4.2424 0.047
H -6.8658 -37.7812 5.8658 0.046
H -7.7856 -36.4688 6.3757 0.055
H -7.8255 -36.9460 4.5439 0.045
C -15.2451 -42.3777 10.8597 -0.259
S -14.7193 -40.9065 11.8423 0.835
O -13.2155 -40.6258 11.6294 -0.609
C -15.7070 -39.5048 11.1355 -0.249
H -15.3849 -43.2549 11.4914 0.041
H -14.6372 -42.6242 9.9892 0.055
H -16.2350 -42.2235 10.4302 0.039
H -15.3318 -38.6495 11.6974 0.044
H -16.7894 -39.6262 11.1773 0.052
H -15.3612 -39.3305 10.1166 0.049

***

Please write out number 2 again, unchanged.
60
Properties=species:S:1:pos:R:3:lowdin_charge:R:1 method="wB97M-V/def2-TZVPD" charge=0 homo_lumo_gap_ev=2.16 homo_energy_ha=-0.267 e_lumo_ev=-5.10
Mg -8.8600 -39.6370 11.4925 1.098
N -9.7084 -34.3055 12.6249 -0.627
O -9.5012 -35.3750 12.0494 -0.035
O -8.8728 -33.4246 12.8900 -0.011
O -10.9166 -34.0455 12.9334 -0.038
C -7.0616 -44.9016 9.7959 -0.341
O -5.7750 -44.7775 9.1466 -0.088
O -7.2777 -43.6266 10.3882 -0.102
C -8.2148 -45.5796 8.9258 -0.647
F -7.8227 -46.7433 8.5825 0.208
F -9.3502 -45.7156 9.6436 0.135
F -8.4858 -44.8852 7.8405 0.162
C -5.6339 -44.0971 7.8613 -0.221
C -4.1436 -44.2279 7.5063 -0.070
H -3.4764 -44.4876 8.3283 0.076
H -3.9614 -44.8885 6.6586 0.068
H -3.8156 -43.2221 7.2439 0.065
H -5.8727 -43.0406 7.9833 0.110
H -6.2368 -44.4798 7.0377 0.108
H -6.9097 -45.5010 10.6936 0.150
C -8.6698 -36.3340 17.5770 -0.244
S -9.2073 -38.0542 17.1703 0.808
O -9.1037 -38.2290 15.6802 -0.603
C -10.9915 -37.8442 17.3940 -0.258
H -9.4895 -35.6261 17.4546 0.045
H -7.8856 -35.9833 16.9060 0.057
H -8.3841 -36.3350 18.6288 0.041
H -11.1787 -37.6406 18.4484 0.054
H -11.3464 -38.7530 16.9080 0.049
H -11.2000 -36.9317 16.8354 0.051
C -2.6322 -39.6082 13.4092 -0.281
S -3.0586 -38.4093 12.1248 0.835
O -4.5927 -38.5022 11.8803 -0.601
C -2.5671 -36.9142 13.0698 -0.263
H -3.2586 -39.5460 14.2991 0.061
H -1.5600 -39.6814 13.5916 0.057
H -2.9319 -40.5362 12.9224 0.042
H -1.4843 -36.8750 13.1880 0.052
H -2.9575 -37.0102 14.0830 0.045
H -2.9995 -36.0019 12.6589 0.054
C -10.5373 -37.0214 5.2369 -0.233
S -9.2624 -38.2841 5.8313 0.812
O -9.4115 -38.5985 7.3042 -0.606
C -7.7657 -37.2290 5.5948 -0.256
H -10.5623 -36.2532 6.0097 0.049
H -11.5105 -37.5085 5.2982 0.040
H -10.2946 -36.6470 4.2424 0.047
H -6.8658 -37.7812 5.8658 0.046
H -7.7856 -36.4688 6.3757 0.055
H -7.8255 -36.9460 4.5439 0.045
C -15.2451 -42.3777 10.8597 -0.259
S -14.7193 -40.9065 11.8423 0.835
O -13.2155 -40.6258 11.6294 -0.609
C -15.7070 -39.5048 11.1355 -0.249
H -15.3849 -43.2549 11.4914 0.041
H -14.6372 -42.6242 9.9892 0.055
H -16.2350 -42.2235 10.4302 0.039
H -15.3318 -38.6495 11.6974 0.044
H -16.7894 -39.6262 11.1773 0.052
H -15.3612 -39.3305 10.1166 0.049